1.
Density functional theory data (ωB97M-V/def2-TZVPD) for the ion C5H8N5 with charge +1 in a non-equilibrium geometry.

Computed properties:
- energy relative to the best compared isomer or geometry (same formula, charge and spin) (kJ/mol) = 372.3
- SMILES string = [H]/N=C1C=C/[N+](=C/N=C)NN/1
- total charge = +1
- electronic energy (Ha) = -468.6942
- E_LUMO (eV) = -5.25
- largest force on an atom (Eh/bohr) = 0.082

The geometry in XYZ format:
```
18
Properties=species:S:1:pos:R:3:mulliken_charge:R:1
C -2.04 1.19 0.11 -0.510
C -0.80 1.74 0.10 -0.165
C 1.58 1.10 -0.42 0.059
C -2.27 -0.30 -0.10 0.439
C 2.97 -0.88 -0.02 -0.113
N 2.38 0.08 -0.54 -0.130
N -3.45 -0.60 -0.47 -0.562
N -1.11 -1.11 0.02 -0.223
N 0.26 0.81 0.02 0.114
N 0.06 -0.55 0.46 -0.242
H -2.90 1.81 -0.11 0.393
H -0.56 2.80 0.05 0.366
H 1.94 2.16 -0.62 0.330
H 3.74 -1.47 -0.66 0.275
H 3.04 -1.18 1.11 0.248
H -3.41 -1.54 -0.72 0.228
H -1.14 -2.00 -0.45 0.211
H 0.06 -0.41 1.53 0.283
```

=====

2.
Density functional theory data (ωB97M-V/def2-TZVPD) for a cluster of 2 separate species, BrHNO in total in a non-equilibrium geometry.

Computed properties:
- energy relative to the best compared isomer or geometry (same formula, charge and spin) (kJ/mol) = 143.7
- total charge = -1
- electronic energy (Ha) = -2704.5233
- E_LUMO (alpha / beta) (eV) = 4.47 / 4.26
- largest force on an atom (Eh/bohr) = 0.082

The geometry in XYZ format:
```
4
Properties=species:S:1:pos:R:3:mulliken_charge:R:1
N 0.40 -0.38 0.04 0.024
O 0.81 0.03 1.09 -0.302
Br -0.05 1.24 -1.58 -0.674
H -1.16 -0.89 0.46 -0.048
```

=====

Please write out number 1 again, unchanged.
Density functional theory data (ωB97M-V/def2-TZVPD) for the ion C5H8N5 with charge +1 in a non-equilibrium geometry.

Computed properties:
- energy relative to the best compared isomer or geometry (same formula, charge and spin) (kJ/mol) = 372.3
- SMILES string = [H]/N=C1C=C/[N+](=C/N=C)NN/1
- total charge = +1
- electronic energy (Ha) = -468.6942
- E_LUMO (eV) = -5.25
- largest force on an atom (Eh/bohr) = 0.082

The geometry in XYZ format:
```
18
Properties=species:S:1:pos:R:3:mulliken_charge:R:1
C -2.04 1.19 0.11 -0.510
C -0.80 1.74 0.10 -0.165
C 1.58 1.10 -0.42 0.059
C -2.27 -0.30 -0.10 0.439
C 2.97 -0.88 -0.02 -0.113
N 2.38 0.08 -0.54 -0.130
N -3.45 -0.60 -0.47 -0.562
N -1.11 -1.11 0.02 -0.223
N 0.26 0.81 0.02 0.114
N 0.06 -0.55 0.46 -0.242
H -2.90 1.81 -0.11 0.393
H -0.56 2.80 0.05 0.366
H 1.94 2.16 -0.62 0.330
H 3.74 -1.47 -0.66 0.275
H 3.04 -1.18 1.11 0.248
H -3.41 -1.54 -0.72 0.228
H -1.14 -2.00 -0.45 0.211
H 0.06 -0.41 1.53 0.283
```